Below is C17H26AlBBr2Cl6F4MgN4O5S2 as an isolated structure, with properties calculated with ωB97M-V/def2-TZVPD.

Each line ends with the Mulliken charge.
Element x y z (Å)
C 2.73948 3.14989 -0.89184  -0.825
C 2.89046 1.54252 -1.07291  -0.175
C 1.44085 0.77546 -1.19112  -0.415
Cl 1.07055 0.28086 -2.94385  0.104
C 1.28518 -0.44940 -0.15902  0.122
C 0.46167 -0.30812 1.21109  0.070
B -0.24634 1.08781 1.70527  0.304
O 0.36114 1.71413 2.90204  -0.348
N -1.40779 1.73566 1.02563  -0.016
C -1.26569 3.22800 1.27768  -0.542
C -2.63667 1.21084 1.75161  -0.754
C 0.27390 -1.49782 2.21913  -0.027
S -0.67078 -1.23113 3.80362  -0.179
C 0.86951 -2.92015 1.97250  0.300
N 0.84301 -4.12504 2.74896  -0.494
S 1.69981 -5.35418 1.89112  0.205
N 2.12918 -4.38326 0.56251  -0.547
C 1.67938 -2.99820 0.60923  0.265
C 1.94119 -1.84962 -0.45300  0.078
C 2.82854 -2.17563 -1.72326  0.549
F 1.93003 -2.61650 -2.74514  -0.117
F 3.72894 -3.32510 -1.53181  -0.252
F 3.67038 -1.13250 -2.16720  -0.197
H 1.69652 3.47085 -0.53722  0.155
H 2.96863 3.61805 -1.90840  0.328
H 3.48623 3.50397 -0.06795  0.196
H 3.36464 1.14081 -0.09996  0.304
H 3.57627 1.31956 -1.95580  0.250
H 0.67454 1.62358 -0.99730  0.268
H 1.07166 2.30390 2.50039  0.192
H -1.89574 3.83533 0.52837  0.293
H -1.54421 3.51305 2.36409  0.141
H -0.17645 3.57837 1.12358  0.139
H -3.60757 1.40705 1.18603  0.295
H -2.63529 1.65264 2.82255  0.254
H -2.44844 0.07744 1.89421  0.211
H 0.21287 -0.44437 4.56452  0.116
C -1.24204 -7.03539 4.06348  0.328
Cl -0.67106 -7.33673 5.72057  -0.120
Cl -0.25086 -5.74840 3.31610  0.089
Cl -1.10136 -8.53056 3.10747  -0.132
Cl -2.94138 -6.51866 4.10748  -0.115
Al 5.86246 -3.43460 -1.05605  0.839
F -0.63524 -1.41056 -3.27967  -0.734
Cl 3.89355 2.74017 1.68766  -0.319
Br 5.06910 1.25522 3.42890  -0.214
Mg 1.50011 2.71916 4.27102  0.382
C -2.11919 4.24668 7.87480  -0.693
N -2.76338 4.38297 6.54220  0.833
O -3.94673 4.67442 6.51926  -0.499
O -2.05530 4.19196 5.56468  -0.486
H -2.86235 4.44299 8.64562  0.304
H -1.74070 3.22815 7.95415  0.268
H -1.31011 4.97465 7.92454  0.276
C -2.90587 -1.05892 -6.63287  -1.218
C -2.41197 0.39123 -6.72963  0.272
C -0.91975 0.44278 -6.98774  -1.047
O -2.70803 1.06878 -5.52074  -0.543
H -2.41351 -1.57788 -5.80237  0.391
H -3.98020 -1.08239 -6.43453  0.512
H -2.70238 -1.60186 -7.56514  0.382
H -2.94430 0.90945 -7.53191  0.288
H -0.37111 -0.03409 -6.16860  0.223
H -0.57375 1.47856 -7.04142  0.318
H -0.66033 -0.06091 -7.92261  0.363
H -2.23916 0.61453 -4.80101  0.386
Br -3.57530 -3.29193 -6.76629  -0.108
O 2.59835 -1.93465 -5.81882  -0.725
H 2.76223 -2.06296 -4.88689  0.253

Its total energy is -294700.8694 eV. Its gap between HOMO and LUMO is 2.5 eV. The max |F| is 0.14533 hartree/bohr.

=====

Below is a 2-piece molecular cluster, C17H26BN3O5S overall, with properties calculated with ωB97M-V/def2-TZVPD.

Each line ends with the Mulliken charge.
Element x y z (Å)
O 3.19681 -0.84649 2.79521  -0.622
C 2.41080 -0.03958 2.38240  0.414
N 1.07404 0.02726 2.78403  -0.058
C 0.13224 0.83293 2.00429  -0.062
C -1.29730 0.55642 2.46347  -0.826
C -1.86665 -0.83298 2.13339  -0.986
C -1.68084 -1.39345 0.72360  0.092
C -2.52888 -0.74642 -0.37289  -1.016
C -2.05518 0.65161 -0.78635  0.742
C -2.71767 1.08553 -2.08669  -0.890
S -2.49217 2.83311 -2.56970  -0.239
C -2.91829 3.70689 -1.12516  0.387
N -2.38798 3.71678 0.05280  0.060
N -3.10899 4.63766 0.80457  -0.620
C -3.99313 5.12111 0.01000  0.039
O -3.95284 4.58817 -1.22291  -0.271
O 2.73116 0.92821 1.48549  -0.339
C 4.14658 1.15701 1.26600  -0.552
B 4.45907 0.70985 -0.23000  0.630
O 4.50422 1.61892 -1.26158  -0.538
O 4.58536 -0.61639 -0.52532  -0.529
H 1.03320 0.24811 3.77069  0.322
H 0.32496 1.91016 2.07453  0.419
H 0.26325 0.58126 0.95113  -0.089
H -1.93218 1.36133 2.08653  0.294
H -1.31756 0.65127 3.55685  0.461
H -1.43312 -1.55051 2.83646  0.411
H -2.94140 -0.80945 2.35118  0.315
H -0.63464 -1.37570 0.41858  -0.354
H -1.95476 -2.45295 0.76531  0.338
H -3.58143 -0.71007 -0.06640  0.338
H -2.48559 -1.39314 -1.25863  0.461
H -2.29115 1.36616 -0.00298  -0.098
H -0.97137 0.63339 -0.94048  -0.027
H -3.78006 0.83810 -2.11138  0.475
H -2.24143 0.56676 -2.92468  0.330
H -4.71013 5.88722 0.25638  0.419
H 4.73134 0.63708 2.02291  0.350
H 4.29405 2.23284 1.39832  0.217
H 4.68929 2.51653 -0.97584  0.294
H 4.35058 -0.75830 -1.45184  0.287
C 1.03556 -4.43755 -2.33963  -0.395
C 0.44658 -3.33782 -2.94933  -0.516
C 0.60869 -2.07302 -2.40060  -0.376
C 1.35660 -1.91099 -1.24239  -0.221
C 1.94239 -3.00987 -0.62954  -0.142
C 1.78245 -4.27367 -1.18034  -0.623
H 0.91300 -5.42342 -2.76946  0.373
H -0.13775 -3.46664 -3.85150  0.381
H 0.15108 -1.21318 -2.87587  0.393
H 1.48658 -0.92389 -0.81228  0.323
H 2.52243 -2.87465 0.27481  0.440
H 2.24018 -5.13155 -0.70515  0.386

Its total energy is -44272.4034 eV. Its gap between HOMO and LUMO is 9.8 eV. Its SMILES is O=C(NCCCCCCCSc1nnco1)OCB(O)O.c1ccccc1. The max |F| is 0.01349 hartree/bohr.

=====

Below is C17H26FInNO2 as an isolated structure, with properties calculated with ωB97M-V/def2-TZVPD.

Each line ends with the Mulliken charge.
Element x y z (Å)
C -3.33483 0.36544 -0.20439  -0.867
C -2.31794 0.93930 -1.39042  -0.101
C -1.25733 2.07191 -0.86124  -0.355
C 0.33246 1.70593 -1.19014  -0.866
In 1.07347 0.15001 0.33873  0.884
F -0.48104 -0.06902 1.74208  -0.668
C 1.24511 -1.88719 -0.73228  -0.585
C 0.27857 -2.95674 0.10183  -0.278
O -0.28906 -4.01970 -0.74301  -0.361
C -1.39509 -3.32352 -1.48014  0.152
O -1.24285 -3.07746 -2.80444  -0.446
C 3.10196 0.63873 1.21754  -0.893
C 3.17017 0.57963 2.86941  -0.411
C 1.80581 1.33580 3.43025  0.337
C 0.84990 0.56045 4.54931  -0.365
C -0.52761 1.38203 5.01251  -0.346
C -0.85606 2.88075 4.34749  -0.339
C 0.13617 3.63261 3.25902  -0.397
C 1.48946 2.82560 2.80353  -0.133
H -2.77637 -0.40890 0.48866  0.108
H -4.25259 -0.23700 -0.67282  0.290
H -3.83821 1.24156 0.42400  0.290
H -3.03646 1.48138 -2.16979  0.265
H -1.81878 0.04743 -1.99212  0.022
H -1.44835 2.33499 0.26297  0.171
H -1.47861 3.07393 -1.47113  0.301
H 0.38708 1.22577 -2.25746  0.220
H 0.96303 2.68982 -1.07404  0.180
H 2.35385 -2.28855 -0.71649  0.196
H 0.84915 -1.67562 -1.82669  0.093
H 0.85988 -3.33721 1.04967  0.246
H -0.64694 -2.33259 0.52512  0.179
H -2.37826 -2.96988 -0.93364  0.315
H 3.98701 -0.06758 0.83936  0.303
H 3.45759 1.73907 0.92759  0.160
H 3.22255 -0.56704 3.17201  0.252
H 4.15386 1.14538 3.23286  0.245
H 1.12842 -0.51972 4.96423  0.235
H -1.25648 0.84900 5.78163  0.243
H -1.84142 3.43700 4.65114  0.254
H -0.05502 4.68337 2.77839  0.285
H 2.22112 3.33668 2.01991  0.169
C -0.43988 -2.99774 -6.13760  -0.540
C 0.62931 -2.30060 -6.87179  0.320
N 1.47409 -1.74981 -7.45187  -0.395
H -0.61270 -4.00407 -6.53346  0.270
H -0.19722 -3.10543 -5.07518  0.116
H -1.39091 -2.45826 -6.19908  0.245

The value obtained for the relative energy (zero: lowest compared OMol25 entry of this formula, charge and spin) is 310.3 kcal/mol. As for the charge: -1. Its total energy is -31514.5921 eV. Its gap between HOMO and LUMO is 7.5 eV. The max |F| is 0.17201 hartree/bohr.

=====

Below is C17H26IN9OReSSe2 as an isolated structure, with properties calculated with ωB97M-V/def2-TZVPD.

Each line ends with the Mulliken charge.
Element x y z (Å)
Re -0.65108 -0.72244 0.47817  1.031
C -0.05825 -3.36563 -4.13552  -1.112
N -0.37079 -2.15549 -3.38722  -0.073
C -1.20461 -2.09828 -2.38027  0.774
N -1.86721 -3.15346 -1.94766  -0.211
S -1.50373 -0.52416 -1.65349  -0.402
H 0.73748 -3.14045 -4.83793  0.345
H -0.93036 -3.71099 -4.69206  0.376
H 0.29425 -4.14636 -3.45959  0.385
H 0.07624 -1.28993 -3.64939  0.164
H -1.73812 -4.07140 -2.34772  0.232
H -2.48264 -3.06333 -1.15460  0.146
C -2.69076 -1.05765 4.91252  -0.850
N -3.55844 -0.49653 3.89471  0.285
C -4.57792 0.37685 4.15428  -0.483
C -5.14867 0.69593 2.96584  -0.375
N -4.46935 0.01050 1.99754  0.370
C -4.81708 -0.01256 0.58964  -0.748
C -3.49003 -0.70015 2.57438  -0.236
Se -2.28858 -1.91186 1.68211  -0.203
H -2.29330 -0.24800 5.52075  0.379
H -1.86798 -1.57986 4.43205  0.264
H -3.25604 -1.75067 5.53271  0.338
H -4.80697 0.70037 5.15302  0.515
H -5.97639 1.34034 2.73283  0.465
H -5.45179 0.84301 0.37667  0.275
H -5.35771 -0.92907 0.35742  0.315
H -3.91608 0.04614 -0.01748  0.259
I -1.22596 2.02178 2.76174  -0.050
C -1.42718 1.22564 0.77022  -1.337
H -0.80563 1.90155 0.18307  0.604
H -2.46686 1.42253 0.51773  0.562
C 1.55606 2.00370 -3.80094  -0.834
N 2.71252 2.43883 -3.05604  0.188
C 3.76663 3.16118 -3.55837  -0.367
C 4.63321 3.35666 -2.53989  -0.447
N 4.09987 2.75599 -1.42725  0.172
C 4.74170 2.70110 -0.13023  -0.858
C 2.92462 2.18712 -1.75048  -0.019
Se 1.82059 1.25856 -0.60097  -0.409
H 1.61686 2.40985 -4.80683  0.305
H 0.64716 2.35844 -3.31580  0.328
H 1.53852 0.91376 -3.84666  0.258
H 3.80257 3.47803 -4.58389  0.428
H 5.57356 3.87448 -2.50701  0.471
H 5.29249 3.62465 0.02773  0.335
H 5.42371 1.85188 -0.08368  0.322
H 3.97761 2.59574 0.63556  0.274
N 2.61124 -0.08471 2.98051  -0.337
C 2.01979 -0.75947 2.00719  0.741
O 0.76980 -0.47643 1.79459  -0.412
C 2.65362 -1.74976 1.23360  0.204
C 4.03634 -1.97693 1.31737  -0.253
N 5.17916 -2.08727 1.38751  -0.412
C 1.76872 -2.26261 0.28429  0.477
N 0.75808 -2.39613 -0.27431  -0.602
H 2.10647 0.65653 3.44066  0.213
H 3.56062 -0.28960 3.24885  0.231

The value obtained for the relative energy (zero: lowest compared OMol25 entry of this formula, charge and spin) is 28.1 kcal/mol. As for the charge: +2. Its total energy is -185254.0966 eV. As for the expectation value of S²: 0.762. Its gap between HOMO and LUMO (spin up / spin down) is 5.1 / 5.4 eV. The max |F| is 0.02198 hartree/bohr. Its spin multiplicity is 2.

=====

Below is C17H26MoN3O5S4 as an isolated structure, with properties calculated with ωB97M-V/def2-TZVPD.

Each line ends with the Mulliken charge.
Element x y z (Å)
Mo 0.58993 -0.34079 -0.11886  0.716
C 0.59861 -3.04817 2.01332  -0.865
C 0.10308 -3.69212 0.73945  -0.720
S -0.75390 -2.42452 -0.28719  0.142
C -0.42291 -2.93867 -2.02636  -0.562
C -0.71459 -1.78247 -2.96281  -0.837
S 0.17769 -0.20769 -2.62639  0.177
C 1.78615 -0.40143 -3.48443  -0.911
C 2.74317 -1.34531 -2.80006  -0.653
S 2.91828 -0.87278 -1.03435  0.034
C 3.40206 -2.47986 -0.28150  -0.600
C 3.31314 -2.33246 1.21919  -0.886
S 1.71893 -1.60935 1.80197  0.098
H 1.12444 -3.76558 2.64577  0.590
H -0.23580 -2.62988 2.58438  0.419
H -0.64131 -4.45394 0.98882  0.521
H 0.89825 -4.15924 0.15925  0.407
H -1.09590 -3.76943 -2.25709  0.525
H 0.60635 -3.28939 -2.09749  0.187
H -1.77029 -1.50014 -2.90156  0.470
H -0.49174 -2.05807 -3.99617  0.509
H 2.19163 0.61291 -3.50852  0.396
H 1.58852 -0.71604 -4.51138  0.536
H 3.73848 -1.26238 -3.24482  0.557
H 2.41236 -2.38137 -2.85306  0.388
H 4.43645 -2.67480 -0.57640  0.540
H 2.76454 -3.27680 -0.66945  0.219
H 4.07447 -1.63358 1.57368  0.462
H 3.46069 -3.28262 1.73373  0.516
C 1.83460 4.06199 -1.24858  -0.798
N 2.45026 3.61714 -0.01191  -0.232
C 2.21088 2.41925 0.50587  0.639
N 2.82405 2.05259 1.64677  -0.341
O 1.46063 1.60396 -0.11653  -0.408
H 2.01403 5.12742 -1.36548  0.382
H 0.75846 3.87558 -1.21728  0.234
H 2.26053 3.52959 -2.10187  0.259
H 3.10073 4.24476 0.44453  0.244
H 3.38244 2.71098 2.17055  0.237
H 2.46688 1.25745 2.15757  0.122
O -0.59993 0.20790 1.60702  -0.737
C -1.50772 0.66603 0.85125  1.566
O -1.28765 0.51226 -0.39224  -0.506
C -2.74812 1.28721 1.29355  0.202
C -3.51451 1.95438 0.32608  -0.379
C -4.72009 2.52039 0.68071  -0.680
C -5.14642 2.39470 1.99603  0.022
C -4.41271 1.72421 2.96749  -0.675
C -3.19636 1.17304 2.61438  -0.428
N -6.45258 3.00341 2.37288  1.030
O -6.76335 2.87037 3.51907  -0.570
O -7.03729 3.55505 1.48827  -0.570
H -3.15010 2.02905 -0.68660  0.482
H -5.33827 3.04196 -0.03416  0.523
H -4.80961 1.63380 3.96998  0.518
H -2.59959 0.64147 3.34102  0.487

The value obtained for the relative energy (zero: lowest compared OMol25 entry of this formula, charge and spin) is 0.0 kcal/mol. As for the charge: +3. Its total energy is -77929.5711 eV. As for the expectation value of S²: 2.025. Its gap between HOMO and LUMO (spin up / spin down) is 6.6 / 6.0 eV. The max |F| is 0.04280 hartree/bohr. Its spin multiplicity is 3.